{
  "formula": "C16H56O20",
  "method": "wB97M-V/def2-TZVPD",
  "elements": ["O", "C", "C", "O", "H", "H", "H", "H", "H", "H", "O", "C", "C", "O", "H", "H", "H", "H", "H", "H", "O", "C", "C", "O", "H", "H", "H", "H", "H", "H", "O", "C", "C", "O", "H", "H", "H", "H", "H", "H", "O", "C", "C", "O", "H", "H", "H", "H", "H", "H", "O", "C", "C", "O", "H", "H", "H", "H", "H", "H", "O", "C", "C", "O", "H", "H", "H", "H", "H", "H", "O", "C", "C", "O", "H", "H", "H", "H", "H", "H", "O", "H", "H", "O", "H", "H", "O", "H", "H", "O", "H", "H"],
  "coordinates": [[-1.113, 3.897, 3.489], [-1.936, 3.696, 2.347], [-2.506, 2.305, 2.305], [-3.799, 2.073, 2.987], [-1.620, 4.185, 4.252], [-2.723, 4.447, 2.275], [-1.278, 3.770, 1.481], [-1.725, 1.641, 2.677], [-2.594, 2.041, 1.251], [-4.331, 1.412, 2.538], [1.676, 5.595, -1.950], [0.543, 4.747, -2.054], [0.641, 3.509, -1.160], [-0.467, 2.706, -1.279], [1.464, 6.404, -2.421], [-0.360, 5.266, -1.732], [0.368, 4.530, -3.108], [0.875, 3.893, -0.168], [1.565, 3.036, -1.491], [-0.151, 2.075, -0.629], [2.700, 0.651, -4.994], [1.393, 1.011, -4.787], [0.753, -0.027, -3.821], [0.931, -1.301, -4.414], [3.161, 0.742, -4.157], [1.333, 2.034, -4.415], [0.857, 1.050, -5.735], [-0.315, 0.189, -3.785], [1.065, 0.126, -2.787], [1.864, -1.363, -4.632], [1.153, -2.709, 3.328], [0.459, -3.055, 4.507], [-1.001, -2.625, 4.559], [-1.838, -3.197, 3.522], [0.646, -2.996, 2.564], [0.536, -4.132, 4.657], [0.903, -2.544, 5.361], [-0.975, -1.561, 4.326], [-1.520, -2.920, 5.471], [-2.743, -2.920, 3.683], [4.436, -4.099, -2.090], [3.911, -4.300, -0.784], [3.995, -2.992, 0.087], [5.340, -2.823, 0.588], [5.187, -3.528, -1.912], [2.876, -4.635, -0.861], [4.505, -5.023, -0.224], [3.391, -3.244, 0.959], [3.513, -2.109, -0.332], [5.824, -3.651, 0.632], [-2.648, 3.780, -3.113], [-3.886, 3.071, -2.979], [-3.694, 1.711, -3.548], [-4.992, 1.294, -3.932], [-1.990, 3.179, -2.756], [-4.338, 2.902, -2.002], [-4.521, 3.656, -3.644], [-3.403, 1.173, -2.646], [-2.996, 1.682, -4.384], [-5.086, 0.983, -4.835], [2.411, 1.642, 2.232], [2.790, 0.517, 2.884], [3.269, 0.749, 4.336], [4.581, 1.327, 4.570], [2.241, 2.338, 2.871], [1.933, -0.150, 2.981], [3.505, 0.023, 2.227], [3.255, -0.244, 4.783], [2.506, 1.324, 4.860], [4.692, 1.389, 5.521], [-1.509, 0.028, -1.226], [-1.317, -0.711, -0.048], [0.164, -0.455, 0.415], [0.512, 0.947, 0.461], [-1.376, 0.918, -0.893], [-2.094, -0.403, 0.652], [-1.523, -1.764, -0.241], [0.878, -0.973, -0.225], [0.226, -0.957, 1.381], [1.280, 1.097, 1.016], [-2.018, -4.462, 0.869], [-2.085, -4.379, 1.820], [-2.149, -5.395, 0.700], [0.414, -3.641, 0.745], [-0.441, -4.065, 0.818], [0.498, -3.428, -0.184], [-4.320, -2.568, -0.935], [-4.682, -2.371, -1.799], [-3.702, -3.282, -1.092], [-1.788, -2.302, -3.186], [-1.451, -1.621, -2.603], [-2.014, -1.837, -3.992]],
  "lowdin_charge": [-0.0660, -0.2346, -0.2125, -0.0757, 0.0854, 0.1284, 0.1089, 0.1102, 0.1018, 0.0695, -0.0571, -0.2499, -0.2770, -0.0739, 0.0851, 0.1177, 0.1160, 0.1274, 0.1238, 0.0151, -0.0495, -0.2623, -0.2387, -0.0553, 0.0999, 0.1088, 0.1246, 0.0985, 0.1078, 0.0767, -0.0684, -0.2416, -0.1970, -0.0953, 0.0248, 0.1189, 0.1200, 0.1174, 0.1243, 0.0898, -0.0616, -0.2277, -0.2116, -0.0829, 0.0744, 0.1093, 0.1097, 0.0983, 0.1135, 0.0749, -0.0696, -0.2473, -0.2586, -0.0665, 0.0360, 0.1241, 0.1238, 0.1063, 0.1317, 0.0849, -0.0530, -0.2557, -0.1987, -0.0631, 0.1156, 0.1002, 0.1366, 0.1125, 0.1184, 0.0767, -0.0811, -0.1984, -0.1610, -0.0780, 0.0420, 0.1145, 0.1017, 0.1092, 0.0952, 0.0417, -0.0161, 0.0290, 0.0756, -0.0499, -0.0323, 0.0484, -0.0560, 0.0300, 0.0098, -0.0424, -0.0131, 0.0348],
  "total_energy_ev": -58444.4955,
  "de_lowest_kcal_mol": 61.4,
  "homo_energy_ev": -9.6,
  "smiles": "OCCO.OCCO.OCCO.OCCO.OCCO.OCCO.OCCO.OCCO.O.O.O.O",
  "max_force_ev_per_a": 4.08
}

{
  "formula": "C10H15AsCuO7S",
  "method": "wB97M-V/def2-TZVPD",
  "elements": ["Cu", "O", "As", "O", "O", "C", "C", "C", "C", "C", "C", "S", "O", "O", "O", "H", "H", "H", "H", "H", "C", "C", "O", "C", "C", "H", "H", "H", "H", "H", "H", "H", "H", "H", "H"],
  "coordinates": [[0.547, -0.653, -0.521], [-1.504, -3.556, 1.269], [-0.034, -3.112, 0.356], [0.692, -4.450, -0.228], [-0.736, -2.024, -0.761], [0.921, -2.361, 1.938], [0.386, -2.805, 3.147], [0.947, -2.461, 4.369], [2.068, -1.658, 4.410], [2.622, -1.208, 3.222], [2.068, -1.545, 1.995], [2.919, -0.835, 0.578], [2.844, -1.844, -0.459], [4.232, -0.442, 1.019], [2.077, 0.356, 0.222], [-2.088, -4.020, 0.657], [-0.488, -3.438, 3.129], [0.501, -2.833, 5.284], [2.518, -1.386, 5.357], [3.511, -0.591, 3.226], [-0.008, 2.925, 0.755], [-1.315, 2.283, 0.352], [-1.081, 1.480, -0.787], [-2.261, 1.018, -1.426], [-3.140, 0.139, -0.556], [-0.133, 3.507, 1.671], [0.353, 3.589, -0.031], [0.754, 2.166, 0.930], [-2.074, 3.042, 0.112], [-1.711, 1.674, 1.174], [-1.913, 0.453, -2.290], [-2.825, 1.888, -1.795], [-2.570, -0.708, -0.176], [-3.966, -0.249, -1.157], [-3.577, 0.692, 0.277]],
  "lowdin_charge": [0.3718, -0.2902, 0.8785, -0.4766, -0.4991, -0.2023, -0.0995, -0.0899, -0.0879, -0.0714, -0.2489, 0.4638, -0.3239, -0.3180, -0.3830, 0.0368, 0.0856, 0.0973, 0.0981, 0.1045, -0.0671, -0.2914, -0.1956, -0.2737, -0.0829, 0.0734, 0.0791, 0.0545, 0.1177, 0.1159, 0.1171, 0.1117, 0.0535, 0.0763, 0.0657],
  "total_energy_ev": -141261.4155,
  "de_lowest_kcal_mol": 2.4,
  "homo_energy_ev": -5.3,
  "total_charge": -1,
  "max_force_ev_per_a": 0.88
}

{
  "formula": "C5H7F3N3",
  "method": "wB97M-V/def2-TZVPD",
  "elements": ["C", "C", "C", "C", "C", "N", "N", "N", "F", "F", "F", "H", "H", "H", "H", "H", "H", "H"],
  "coordinates": [[-0.007, 1.494, 0.908], [-0.837, 0.544, 1.447], [0.344, -0.356, -0.320], [1.530, 1.771, -0.949], [-0.021, -3.463, -2.194], [0.632, 0.989, -0.151], [-0.374, -0.636, 0.838], [-1.665, 0.729, 2.479], [0.029, -2.771, -3.317], [1.070, -3.694, -1.595], [-1.088, -3.137, -1.478], [-0.056, 2.536, 1.073], [2.449, 1.625, -0.403], [1.667, 1.380, -1.961], [1.337, 2.855, -0.854], [-0.802, -1.523, 0.880], [-1.863, 1.687, 2.898], [-2.345, -0.028, 2.700]],
  "lowdin_charge": [0.0351, -0.2609, 0.0918, 0.0033, -0.4860, -0.1392, 0.1206, 0.2275, 0.1404, 0.2004, 0.1104, 0.1465, 0.1047, 0.1156, 0.1155, 0.1287, 0.1838, 0.1617],
  "total_energy_ev": -17910.0089,
  "de_lowest_kcal_mol": 71.1,
  "homo_energy_ev": [-13.8, -11.1],
  "total_charge": 1,
  "max_force_ev_per_a": 4.43
}

{
  "formula": "C39H40B2F4GaN4O8",
  "method": "wB97M-V/def2-TZVPD",
  "elements": ["Ga", "C", "C", "N", "O", "B", "F", "F", "O", "N", "C", "C", "C", "N", "O", "B", "F", "F", "O", "N", "C", "C", "C", "H", "H", "H", "H", "H", "H", "H", "H", "H", "H", "H", "H", "C", "C", "C", "O", "C", "C", "O", "C", "O", "C", "C", "C", "C", "C", "C", "C", "C", "C", "C", "C", "C", "C", "O", "C", "C", "C", "C", "C", "C", "C", "C", "C", "C", "C", "C", "H", "H", "H", "H", "H", "H", "H", "H", "H", "H", "H", "H", "H", "H", "H", "H", "H", "H", "H", "H", "H", "H", "H", "H", "H", "H", "H", "H"],
  "coordinates": [[-19.706, 7.867, 4.418], [-22.898, 10.455, 3.278], [-21.612, 9.882, 3.703], [-21.241, 8.715, 3.275], [-22.018, 8.025, 2.453], [-22.938, 7.006, 3.240], [-23.393, 6.227, 2.278], [-23.899, 7.611, 4.037], [-22.067, 6.091, 4.051], [-21.258, 6.649, 5.043], [-21.126, 6.091, 6.187], [-21.992, 4.954, 6.564], [-20.066, 6.673, 7.079], [-19.310, 7.511, 6.477], [-18.543, 8.329, 7.265], [-17.858, 9.326, 6.411], [-17.445, 8.668, 5.246], [-16.963, 9.997, 7.179], [-18.941, 10.293, 6.035], [-19.714, 9.880, 5.047], [-20.713, 10.570, 4.700], [-21.088, 11.891, 5.262], [-19.815, 6.455, 8.542], [-23.723, 10.118, 3.876], [-23.102, 10.292, 2.249], [-22.865, 11.492, 3.461], [-21.609, 3.940, 6.350], [-22.883, 5.066, 5.935], [-22.238, 5.115, 7.640], [-21.287, 12.650, 4.537], [-20.404, 12.335, 5.923], [-22.049, 11.797, 5.791], [-19.859, 7.407, 9.091], [-18.790, 5.999, 8.652], [-20.459, 5.669, 9.007], [-18.285, 7.053, -2.235], [-17.543, 6.568, -1.016], [-16.434, 5.609, -1.394], [-16.935, 7.598, -0.231], [-18.070, 8.206, 0.454], [-18.768, 6.949, 0.934], [-18.463, 5.957, -0.001], [-18.105, 6.676, 2.387], [-19.051, 6.309, 3.339], [-19.353, 4.877, 3.278], [-19.030, 4.193, 4.435], [-19.407, 2.844, 4.523], [-20.123, 2.261, 3.456], [-20.341, 3.004, 2.294], [-20.000, 4.350, 2.268], [-16.883, 5.867, 2.597], [-16.188, 5.977, 3.767], [-15.055, 5.203, 4.043], [-14.642, 4.220, 3.153], [-15.435, 3.991, 2.078], [-16.605, 4.725, 1.826], [-17.676, 9.025, 1.751], [-17.989, 8.053, 2.776], [-16.216, 9.318, 1.775], [-15.377, 9.045, 2.828], [-13.970, 9.457, 2.747], [-13.520, 10.151, 1.623], [-14.497, 10.575, 0.665], [-15.785, 10.081, 0.734], [-18.511, 10.259, 1.963], [-18.002, 11.286, 2.685], [-18.595, 12.583, 2.755], [-19.771, 12.814, 2.093], [-20.441, 11.739, 1.450], [-19.800, 10.463, 1.283], [-17.534, 7.377, -2.930], [-18.960, 7.857, -2.104], [-18.734, 6.196, -2.675], [-15.999, 5.799, -2.436], [-16.701, 4.522, -1.414], [-15.555, 5.768, -0.714], [-18.546, 8.831, -0.294], [-19.788, 7.168, 1.166], [-18.406, 4.585, 5.325], [-19.311, 2.273, 5.474], [-20.519, 1.258, 3.534], [-20.924, 2.628, 1.468], [-20.206, 4.823, 1.327], [-16.588, 6.606, 4.565], [-14.521, 5.344, 5.016], [-13.754, 3.638, 3.323], [-15.185, 3.136, 1.430], [-17.218, 4.442, 0.938], [-15.697, 8.603, 3.760], [-13.202, 9.246, 3.551], [-12.485, 10.478, 1.581], [-14.276, 11.318, -0.102], [-16.458, 10.377, 0.030], [-17.054, 11.066, 3.167], [-18.035, 13.316, 3.328], [-20.266, 13.775, 2.038], [-21.397, 11.976, 1.010], [-20.284, 9.607, 0.814]],
  "lowdin_charge": [0.7012, 0.0256, -0.1842, -0.0065, 0.0381, -1.0743, 0.2456, 0.1731, 0.0855, 0.0651, -0.2015, 0.0336, -0.1834, 0.0612, 0.1123, -1.0813, 0.1384, 0.2260, 0.1171, 0.0489, -0.1841, 0.0292, 0.0202, 0.1087, 0.0998, 0.0689, 0.1071, 0.1028, 0.1056, 0.0772, 0.0807, 0.1198, 0.1077, 0.1238, 0.0949, 0.0280, -0.5017, 0.0048, -0.0007, -0.1087, -0.1220, -0.0279, -0.3011, -0.0097, -0.2242, -0.0041, -0.0526, -0.0441, -0.0153, -0.0072, -0.1207, -0.0420, -0.0419, -0.0774, -0.0677, 0.0103, -0.2433, -0.0270, -0.1978, 0.0127, -0.0348, -0.0689, -0.0303, -0.0446, -0.1349, -0.0123, -0.0370, -0.0831, -0.0558, 0.0270, 0.0938, 0.0775, 0.0972, 0.1137, 0.1063, 0.1062, 0.1472, 0.1563, 0.1609, 0.1237, 0.1093, 0.1200, 0.1367, 0.1163, 0.1270, 0.1111, 0.1220, 0.1236, 0.0898, 0.1222, 0.1014, 0.1102, 0.1040, 0.1339, 0.1173, 0.1116, 0.1030, 0.1111],
  "total_energy_ev": -128029.6199,
  "homo_energy_ev": -11.2,
  "total_charge": 1,
  "max_force_ev_per_a": 4.65
}

{
  "formula": "C2H2INO2",
  "method": "wB97M-V/def2-TZVPD",
  "elements": ["C", "C", "N", "O", "O", "I", "H", "H"],
  "coordinates": [[0.469, 1.520, 0.216], [-0.069, -0.379, 0.416], [-0.340, -1.047, -0.758], [-0.188, -0.453, -1.811], [-0.730, -2.200, -0.643], [-0.166, -1.290, 2.227], [0.621, 2.011, 1.148], [0.402, 1.838, -0.795]],
  "lowdin_charge": [0.1869, -0.6376, -0.5397, 0.0457, -0.0139, 0.9639, -0.0037, -0.0015],
  "total_energy_ev": -15783.9261,
  "de_lowest_kcal_mol": 188.8,
  "homo_energy_ev": [-9.3, -9.9],
  "max_force_ev_per_a": 6.76
}

{
  "formula": "C4N4O2",
  "method": "wB97M-V/def2-TZVPD",
  "elements": ["C", "C", "C", "C", "N", "N", "N", "N", "O", "O"],
  "coordinates": [[1.107, -0.037, 0.050], [2.321, -0.360, 0.079], [-3.492, -0.489, -0.079], [-1.257, 0.545, -0.016], [4.762, -0.193, -0.219], [-0.106, -0.149, 0.133], [-2.320, -0.329, 0.106], [3.644, -0.178, -0.116], [-1.357, 1.727, -0.205], [-4.582, -0.825, -0.217]],
  "lowdin_charge": [-0.0946, -0.0054, -0.2781, -0.5415, 0.2461, 0.1824, 0.2289, -0.0724, 0.1261, 0.2085],
  "total_energy_ev": -14199.4529,
  "homo_energy_ev": -9.6,
  "max_force_ev_per_a": 4.94
}